C3H3NO2 | the ωB97M-V functional and the def2-TZVPD basis

Computed properties:
Orbital gap = 0.3747 hartree

```
! wB97M-V def2-TZVPD RIJCOSX def2/J DEFGRID3
* xyz 0 1
O 1.522 0.072 0.527
C 0.188 -0.145 0.331
C -0.569 0.987 -0.282
O 0.048 1.965 -0.617
C -0.159 -1.401 -0.286
N -0.502 -2.401 -0.752
H 1.683 0.906 0.050
H -0.553 -0.867 1.454
H -1.657 0.885 -0.425
*
```



C5H4N2OS2 | the ωB97M-V functional and the def2-TZVPD basis

Computed properties:
Orbital gap (alpha / beta) = 0.2622 / 0.2820 hartree

```
! wB97M-V def2-TZVPD RIJCOSX def2/J DEFGRID3
* xyz 0 1
C 1.429 0.806 -0.452
C 0.129 0.956 -0.281
C -0.649 -0.371 -0.308
C -1.891 -0.449 0.038
C 1.621 -0.656 -0.599
N -0.609 1.998 0.280
N -1.763 1.951 0.470
O 0.414 -1.312 -0.617
S -3.367 -1.177 0.038
S 2.655 -1.175 0.917
H 2.272 1.470 -0.588
H 2.282 -0.940 -1.467
H -4.010 -0.074 0.843
H 1.488 -1.028 1.727
*
```



C6H11NO | the ωB97M-V functional and the def2-TZVPD basis

Computed properties:
Orbital gap (alpha / beta) = 0.0890 / 0.2876 hartree
Expectation value of S² = 0.75

```
! wB97M-V def2-TZVPD RIJCOSX def2/J DEFGRID3
* xyz -1 2
C 1.701 0.639 -1.398
C 1.622 0.314 0.143
C 0.248 0.360 0.758
C -0.393 1.399 1.477
N -1.714 1.095 1.777
C -1.888 -0.191 1.292
C -0.760 -0.684 0.635
H 2.524 -0.031 -1.822
H 0.710 0.423 -1.808
H 1.952 1.716 -1.589
H 2.059 -0.649 0.274
H 2.170 1.121 0.700
H 0.025 2.321 1.841
H -2.443 1.701 2.228
H -2.839 -0.718 1.514
H -0.477 -1.542 0.032
H -1.459 -2.046 -1.854
H -0.066 -2.495 -2.203
O -0.969 -2.733 -1.998
*
```



C3H4O | the ωB97M-V functional and the def2-TZVPD basis

Computed properties:
Orbital gap (alpha / beta) = 0.2204 / 0.2898 hartree
Expectation value of S² = 2.03

```
! wB97M-V def2-TZVPD RIJCOSX def2/J DEFGRID3
* xyz 0 3
C -0.080 0.229 0.242
C 0.858 0.205 1.123
C -0.622 -0.430 -1.007
O -1.001 1.021 -0.202
H 1.087 0.846 1.932
H 1.456 -0.720 1.066
H -0.208 -0.033 -1.922
H -1.491 -1.118 -1.233
*
```



C22H29I2N2O10P | the ωB97M-V functional and the def2-TZVPD basis

Computed properties:
Orbital gap = 0.2643 hartree

```
! wB97M-V def2-TZVPD RIJCOSX def2/J DEFGRID3
* xyz 0 1
C -4.264 0.861 2.214
C -3.458 0.581 0.776
N -2.347 1.568 0.514
C -1.053 0.919 0.084
C -0.239 0.062 1.217
C 1.195 -0.633 0.857
C 1.909 -0.550 -0.611
P 3.570 -1.442 -0.841
O 4.763 -0.671 -0.076
O 4.044 -1.781 -2.477
O 3.444 -3.026 -0.045
C 1.094 0.331 -1.773
C 1.862 0.450 -3.231
C 3.280 1.303 -2.986
O 4.101 1.343 -4.071
C -0.379 1.056 -1.442
C -1.196 1.952 -2.594
I -3.294 1.237 -2.864
C -1.114 3.580 -2.312
C -0.160 3.994 -1.037
I -3.132 4.530 -2.205
C 1.598 -1.304 2.287
O 2.624 -2.044 2.708
N 0.640 -0.997 3.458
C 1.256 -0.290 4.650
C 1.472 1.324 4.461
C 2.686 1.746 3.437
O 2.658 3.236 3.252
C -0.509 -0.275 2.792
O -1.509 -0.010 3.632
H -4.043 0.000 3.009
H -3.898 1.905 2.659
H -5.433 0.871 2.081
H -3.052 -0.541 0.760
H -4.322 0.594 -0.046
H -2.631 2.368 -0.089
H 3.533 -2.609 -2.764
H 2.453 -3.244 -0.055
H 1.281 1.056 -4.043
H 2.065 -0.621 -3.708
H 3.565 1.810 -1.962
H -0.724 1.804 -3.681
H -0.615 4.097 -3.265
H -0.605 3.709 0.016
H 0.937 3.555 -1.175
H -0.034 5.175 -1.052
H 0.493 -0.418 5.558
H 2.256 -0.821 5.026
H 0.510 1.924 4.166
H 1.793 1.740 5.533
H 3.760 1.526 3.898
H 2.604 1.296 2.360
H 3.095 3.346 2.341
C -2.785 -2.224 -2.077
C -1.664 -3.232 -2.220
C -2.046 -4.627 -1.823
O -0.797 -5.188 -1.460
C -0.017 -4.149 -1.035
O 1.058 -4.275 -0.473
O -0.605 -2.948 -1.321
H -2.397 -1.204 -2.164
H -3.551 -2.377 -2.843
H -3.261 -2.295 -1.092
H -1.256 -3.198 -3.238
H -2.500 -5.188 -2.645
H -2.708 -4.668 -0.951
*
```



C15H16Cl6F2 | the ωB97M-V functional and the def2-TZVPD basis

Computed properties:
Orbital gap = 0.2461 hartree

```
! wB97M-V def2-TZVPD RIJCOSX def2/J DEFGRID3
* xyz 0 1
C -1.095 3.602 -19.427
Cl -2.184 2.385 -20.035
Cl -1.267 3.957 -17.644
H -0.048 3.421 -19.671
H -1.261 4.539 -19.958
C 3.029 3.472 -18.486
Cl 4.130 2.317 -17.712
Cl 2.381 4.694 -17.453
H 3.711 4.080 -19.080
H 2.294 2.989 -19.130
C -0.240 5.882 -21.693
Cl -0.845 4.251 -21.915
Cl 0.934 6.260 -23.029
H -1.105 6.544 -21.710
H 0.187 6.006 -20.698
F 3.318 3.835 -26.832
C 2.498 3.873 -25.814
C 2.912 3.895 -24.539
C 2.032 3.911 -23.428
C 0.662 3.776 -23.656
C 0.239 3.810 -25.033
C 1.109 3.764 -26.104
H 3.967 3.996 -24.328
H 2.413 3.948 -22.417
H -0.026 3.688 -22.828
H -0.819 3.654 -25.189
H 0.618 3.691 -27.063
F 0.844 3.542 -19.491
C 1.153 2.886 -20.682
C 0.149 2.633 -21.601
C 0.540 2.040 -22.819
C 1.907 1.776 -23.102
C 2.829 1.982 -22.144
C 2.459 2.631 -20.979
H -0.843 3.006 -21.395
H -0.242 1.798 -23.524
H 2.226 1.333 -24.034
H 3.883 1.892 -22.366
H 3.145 2.802 -20.162
*
```